DFT (the ωB97M-V functional and the def2-TZVPD basis) results for a structure of composition C7H15NO2 in a non-equilibrium geometry.

Last column: Löwdin charge in e.
Element x y z (Å)
H1 -1.826060 0.710305 -1.035995  0.059
C1 -0.114739 -0.542874 0.793950  -0.280
H2 0.099836 0.879918 -3.083228  0.146
H3 2.669028 -0.288373 1.081833  0.095
C2 -0.014924 -0.380034 2.150143  -0.103
C3 1.042938 1.693346 0.273538  -0.006
N1 1.005896 0.250620 -0.097304  -0.208
H4 1.752545 2.215715 -0.361853  0.100
O1 0.497749 -1.106393 -1.952390  0.144
C4 -1.739873 0.111509 -0.123124  -0.187
H5 0.033856 0.595195 2.615232  0.014
H6 -0.128577 -1.557724 0.418053  0.107
C5 -2.572206 -1.148781 -0.245433  -0.166
C6 0.461990 -0.005633 -1.471186  -0.535
H7 3.082470 0.212462 -0.584109  0.104
H8 1.345637 1.760680 1.314590  0.094
H9 2.330097 -1.379978 -0.288996  0.102
H10 -2.110840 0.756421 0.675712  0.071
O2 0.367162 1.136362 -2.188120  0.118
H11 -2.538430 -1.735413 0.677656  0.068
H12 -3.626658 -0.937169 -0.449703  0.064
H13 -2.191419 -1.784431 -1.051285  0.064
C7 2.382015 -0.345345 0.036602  0.014
H14 0.057195 2.120632 0.127755  0.103
H15 -0.264687 -1.231019 2.767663  0.020

Forces on atoms 1 to 3 (eV/Å):
H 0.309 -0.095 -0.184
C -1.130 0.694 -0.933
H 0.014 -0.035 0.009

Properties
Charge   0
Orbital gap   6.44 eV
Molar mass   145.2 g mol⁻¹
DFT total energy   -13083.0698 eV
Highest occupied orbital energy   -6.054 eV

=====

DFT (the ωB97M-V functional and the def2-TZVPD basis) results for the molecule C7H15NO2.

Last column: Löwdin charge in e.
Element x y z (Å)
H1 -0.690892 -1.665875 1.963767  0.087
H2 -1.586602 -2.517325 0.706167  0.086
H3 -0.907952 -0.438195 -1.832813  0.055
H4 -2.408962 0.351605 -1.349793  0.096
H5 -2.299702 -1.404755 -1.315813  0.089
C1 -1.338322 -0.405665 0.332767  -0.601
H6 -0.910572 1.648815 0.648627  0.124
H7 0.511818 1.191705 -1.290153  0.137
H8 0.054778 0.569635 1.655037  0.132
O1 -2.565542 -0.070575 0.980557  -0.035
H9 0.738648 -1.221365 -1.705343  0.081
N1 1.579588 -1.187895 -1.148753  0.160
H10 2.328128 1.951555 1.003247  0.078
C2 0.883228 0.997855 -0.278263  -0.274
H11 -2.427942 -0.075765 1.934447  0.097
H12 0.093308 -2.040765 0.434407  0.063
C3 1.606198 2.246605 0.246467  -0.059
C4 -0.844232 -1.744785 0.888357  -0.024
H13 2.271338 -1.906435 -1.281323  0.116
H14 2.149938 2.741275 -0.555563  0.083
C5 1.921398 -0.127115 -0.376553  -0.516
H15 0.906338 2.958485 0.680557  0.077
O2 3.005228 -0.089445 0.160877  0.061
C6 -1.744612 -0.486805 -1.141893  -0.013
C7 -0.324602 0.725225 0.640987  -0.098

Forces on atoms 1 to 3 (eV/Å):
H 0.038 0.031 0.119
H -0.105 -0.093 -0.020
H -0.035 0.012 -0.045

Properties
Charge   0
Orbital gap   10.63 eV
Molar mass   145.2 g mol⁻¹
DFT total energy   -13088.0537 eV
SMILES   C[C@H](CC(C)(C)O)C(N)=O
Highest occupied orbital energy   -9.862 eV

=====

The highest orbital gap belongs to which entry?
number 2

=====

Which value of charge does entry 1 give?
0

=====

Which value of molar mass does entry 1 give?
145.2 g mol⁻¹